(1)
Density functional theory data (wB97M-V/def2-TZVPD) for C29H20ClF2MnNP as an isolated structure in a non-equilibrium geometry.

Geometry as XYZ:
```
55
Properties=species:S:1:pos:R:3:forces:R:3:lowdin_charge:R:1
Mn -0.167 0.109 -0.481 -1.34 -1.33 1.91 0.4312
Cl 2.164 0.259 -0.019 0.20 -0.92 -0.01 0.8286
P 0.107 2.527 -0.141 0.11 -0.08 -1.25 1.0700
F -4.292 -3.130 -0.306 0.02 0.00 0.06 0.0757
F -5.303 1.324 0.669 -0.05 -0.13 -0.02 0.0844
N -0.186 -2.181 -0.044 -0.18 1.04 -0.45 0.0396
C -2.486 -1.638 0.143 -0.11 0.34 0.17 -0.1311
C -2.074 -0.303 0.406 0.84 0.34 -1.16 -0.1091
C 0.122 1.560 -4.691 -0.14 -0.10 0.17 -0.0513
C -1.783 6.128 -0.703 -0.06 0.12 0.00 -0.0607
C -4.398 0.354 0.490 0.29 -0.19 0.06 -0.2693
C -1.013 4.468 1.380 0.05 -0.10 -0.17 -0.1072
C 0.700 -4.398 0.003 -0.06 0.17 -0.02 -0.0420
C 2.327 4.210 0.458 -0.16 -0.23 -0.09 -0.0547
C -0.895 1.112 -3.864 0.00 0.00 -0.06 -0.0523
C -0.732 4.120 0.057 -0.23 -0.45 0.36 -0.3807
C 2.763 1.870 0.210 -0.07 1.19 0.15 -0.5963
C -1.121 4.947 -0.990 0.15 -0.19 0.05 -0.0666
C -1.661 -4.048 0.136 0.15 0.03 -0.05 0.0184
C -0.884 1.415 -2.505 -0.11 0.56 0.14 -0.1451
C -0.585 -4.914 0.067 0.16 0.25 -0.03 -0.0298
C 1.179 2.641 -2.815 -0.02 -0.08 0.04 -0.0670
C 1.148 2.331 -4.166 0.13 0.05 0.14 -0.0474
C 0.844 -3.023 -0.029 0.19 -0.18 -0.14 -0.1280
C 3.664 4.413 0.746 0.09 0.01 -0.01 -0.0491
C -3.854 -1.900 0.021 0.24 0.27 0.12 -0.2113
C -1.667 5.652 1.655 -0.03 0.08 0.08 -0.0626
C 4.556 3.354 0.719 -0.10 -0.03 -0.02 -0.0472
C -1.442 -2.671 0.066 0.13 -0.03 -0.15 -0.1963
C -3.053 0.672 0.583 0.21 0.05 0.12 -0.0636
C 0.162 2.200 -1.967 -0.37 0.07 0.12 -0.3946
C 4.110 2.069 0.444 -0.07 -0.24 -0.05 -0.0771
C -2.057 6.477 0.611 0.00 0.01 0.00 -0.0586
C 1.855 2.930 0.180 -0.08 -0.46 0.23 -0.3701
C -4.818 -0.928 0.195 -0.09 0.13 0.03 0.0784
H 1.926 2.708 -4.814 0.06 0.00 -0.04 0.1158
H 4.004 5.404 0.998 0.10 0.12 -0.04 0.1162
H -2.786 1.697 0.809 -0.02 0.08 -0.07 0.0924
H 1.641 5.043 0.451 -0.07 0.06 0.03 0.1116
H -0.746 -5.980 0.059 -0.04 -0.13 0.08 0.1181
H -2.584 7.393 0.824 -0.05 0.12 0.01 0.1119
H 0.110 1.323 -5.743 -0.03 -0.01 -0.10 0.1149
H -1.782 1.206 -1.900 0.37 -0.11 -0.15 0.1055
H 5.600 3.520 0.923 0.13 -0.01 0.03 0.1171
H 4.794 1.236 0.427 0.08 -0.09 0.04 0.1153
H 1.982 3.251 -2.423 0.04 0.01 0.02 0.1135
H 1.829 -2.576 -0.054 0.07 -0.01 -0.11 0.0864
H -2.653 -4.454 0.228 -0.10 0.12 -0.01 0.1137
H -1.882 5.929 2.676 -0.03 0.01 0.06 0.1132
H -1.725 0.562 -4.280 -0.06 -0.13 -0.01 0.1167
H -0.906 4.674 -2.014 -0.01 -0.02 -0.06 0.1074
H -5.864 -1.171 0.111 -0.14 -0.04 -0.04 0.1370
H 1.570 -5.034 -0.045 0.06 -0.04 0.07 0.1112
H -0.712 3.800 2.179 -0.05 0.04 0.09 0.1129
H -2.090 6.782 -1.505 -0.02 0.03 -0.07 0.1123
```
Forces are in eV/Å.

Calculated values
Maximum force: 0.0522 hartree/bohr
<S²>: 0.7883
E_LUMO (spin up / spin down): -0.11992 / -0.10761 hartree
Charge: +1
Spin multiplicity: 2
Orbital gap (spin up / spin down): 0.2865 / 0.2986 Ha
DFT total energy: -3323.83506 hartree



(2)
Density functional theory data (wB97M-V/def2-TZVPD) for an isolated ion of composition C29H21 and charge +1 in a non-equilibrium geometry.

Geometry as XYZ:
```
50
Properties=species:S:1:pos:R:3:forces:R:3:lowdin_charge:R:1
C 0.175 0.097 2.587 -0.31 -0.37 0.42 -0.0302
C 1.825 -2.806 -1.069 -0.22 0.47 0.08 -0.0087
C 1.904 4.071 -0.835 0.05 -0.38 0.11 -0.0562
C 1.454 1.906 0.169 -0.06 -0.03 -0.01 -0.1632
C 0.702 0.579 0.041 2.31 -0.64 0.43 -0.2522
C -4.455 -1.727 -0.551 -0.20 0.18 0.09 -0.0047
C 2.328 4.554 0.406 -0.17 -0.03 0.05 -0.0740
C 1.977 2.356 1.378 0.04 0.40 0.03 -0.0197
C -4.078 -0.562 0.087 -0.53 -0.14 0.07 0.0360
C 0.813 -1.624 1.006 -0.12 0.24 0.30 -0.1123
C 1.475 2.747 -0.952 0.08 0.57 0.19 -0.0567
C -1.501 -1.269 -1.578 0.21 -0.01 -0.37 0.0569
C 1.347 -1.709 -0.358 0.23 0.24 -0.46 -0.1360
C 2.628 -1.275 -2.777 -0.22 0.18 0.27 -0.0546
C -2.649 1.370 0.696 0.64 0.23 -0.02 0.0155
C 0.229 -2.257 3.240 0.03 0.13 -0.06 -0.0626
C -1.680 -0.230 -0.699 0.47 0.96 0.03 -0.0251
C 2.371 3.698 1.508 0.04 -0.29 -0.20 -0.0556
C -3.701 -2.491 -1.441 0.00 -0.44 -0.30 -0.0134
C 0.548 -0.273 1.310 0.16 -0.36 -0.38 -0.1005
C 2.146 -0.167 -2.053 -0.13 -0.44 -0.22 -0.0022
C 1.424 -0.406 -0.898 0.17 -0.42 0.59 -0.1088
C -2.861 0.105 0.003 0.43 0.62 0.40 -0.0992
C -0.650 0.918 -0.488 -2.47 0.15 -0.37 -0.1633
C 0.641 -2.627 1.955 -0.12 0.39 -0.17 -0.0024
C 2.427 -2.578 -2.311 -0.04 -0.01 -0.07 -0.0674
C 0.033 -0.908 3.566 -0.03 0.01 -0.46 -0.0511
C -2.414 -2.272 -1.907 -0.08 -0.61 -0.03 0.0120
C -1.402 1.847 0.452 -0.85 -0.55 -0.26 0.0576
H -3.427 1.806 1.318 0.28 0.06 -0.09 0.1282
H 0.831 -3.658 1.657 -0.06 0.14 0.36 0.1152
H -0.548 -1.305 -2.106 -0.20 -0.02 0.12 0.1279
H 2.688 4.060 2.488 0.04 -0.05 -0.35 0.1116
H -4.214 -3.379 -1.832 0.29 0.38 0.09 0.1292
H -5.477 -2.067 -0.368 0.34 0.04 0.00 0.1302
H -2.041 -3.017 -2.619 -0.17 0.29 0.20 0.1315
H 2.056 1.676 2.230 -0.10 0.38 -0.33 0.1135
H -4.834 -0.087 0.722 0.26 -0.18 -0.23 0.1374
H -0.012 1.143 2.831 0.02 -0.32 0.06 0.1160
H -0.539 1.417 -1.470 -0.14 -0.18 0.31 0.1723
H 1.881 4.711 -1.716 0.08 -0.07 0.28 0.1116
H 3.158 -1.096 -3.709 -0.04 -0.14 0.16 0.1089
H 0.067 -3.031 3.990 0.10 0.25 -0.11 0.1093
H 1.127 2.393 -1.926 0.05 0.24 0.40 0.1082
H 1.710 -3.797 -0.640 0.19 0.00 -0.23 0.1143
H -0.245 -0.623 4.579 0.04 -0.13 -0.20 0.1080
H 2.357 0.850 -2.379 -0.07 -0.36 -0.11 0.1051
H 2.758 -3.427 -2.910 0.03 0.26 0.18 0.1102
H -0.954 2.756 0.859 -0.23 -0.32 -0.20 0.1434
H 2.600 5.605 0.511 0.00 -0.30 0.01 0.1097
```
Forces are in eV/Å.

Calculated values
Maximum force: 0.0487 hartree/bohr
E_LUMO: -0.17402 hartree
Charge: +1
Orbital gap: 0.2288 Ha
DFT total energy: -1117.43506 hartree



(3)
Density functional theory data (wB97M-V/def2-TZVPD) for C29H21AuF4GeN7O5S as an isolated structure.

Geometry as XYZ:
```
69
Properties=species:S:1:pos:R:3:forces:R:3:lowdin_charge:R:1
Au 1.368 0.100 -0.778 0.46 0.26 -0.28 1.1358
Ge 4.218 1.395 -2.247 0.42 0.02 -0.15 0.7443
S 0.121 1.777 -2.936 -0.27 -0.01 -0.02 0.4397
F -3.373 1.742 -0.176 0.02 -0.04 -0.03 0.1328
F -5.253 -2.612 0.112 0.03 0.03 0.01 0.1509
F -5.758 2.756 -0.608 -0.02 -0.05 -0.01 0.1634
F -7.640 -1.622 -0.341 0.01 0.06 0.01 0.1664
O 1.232 1.839 -1.853 -0.09 -0.44 0.08 -0.5108
O 1.454 -3.680 6.061 -0.35 0.09 0.11 0.1066
O -0.526 0.482 -2.860 0.03 0.04 0.01 -0.3698
O 2.521 -1.845 6.386 -0.20 0.25 0.04 0.1006
O 0.624 2.215 -4.199 0.09 -0.03 0.02 -0.2827
N 2.009 0.434 1.769 -0.06 -0.03 -0.02 0.0712
N 1.877 -2.608 5.698 0.76 -0.39 -0.19 -0.3316
N 1.487 -1.754 0.120 0.00 0.07 0.27 -0.0365
N -0.676 0.177 0.118 -0.27 0.13 -0.30 0.1641
N -8.575 3.626 -1.238 -0.02 0.04 0.01 0.2378
N -2.326 -3.417 0.819 0.05 -0.05 -0.06 0.2180
N -10.282 -0.207 -0.711 -0.04 -0.01 -0.04 0.2396
C -6.844 0.624 -0.509 0.23 -0.09 0.04 0.0002
C -5.393 -1.307 -0.059 0.15 0.05 0.02 -0.1314
C -1.029 2.984 -2.367 0.07 0.10 0.01 -0.1327
C -8.316 2.534 -1.000 0.00 -0.19 0.02 -0.1440
C 1.513 -3.339 3.451 0.00 -0.14 -0.06 0.0778
C 1.065 -4.089 -0.151 0.01 0.00 -0.08 -0.0133
C 3.889 1.715 -4.131 -0.24 0.05 0.10 -0.1957
C 6.035 0.660 -2.128 -0.06 0.01 0.05 -0.2183
C -5.640 1.452 -0.461 -0.19 -0.06 -0.01 -0.1221
C 1.144 -4.270 1.202 0.02 -0.03 0.06 0.0319
C -2.682 -2.374 0.494 -0.01 0.21 0.04 -0.1571
C -4.202 -0.482 -0.037 -0.15 0.04 -0.05 0.0035
C -9.281 0.354 -0.733 0.15 0.12 0.04 -0.1430
C 2.192 1.434 3.916 0.02 0.04 -0.01 -0.0095
C -4.426 0.932 -0.246 0.08 -0.11 0.01 -0.1272
C 1.415 -3.173 2.035 0.02 -0.05 0.02 -0.1137
C -2.960 -1.000 0.166 0.30 -0.15 -0.16 -0.1007
C 1.843 -0.767 2.347 0.01 -0.02 -0.09 -0.1486
C -1.737 -0.255 0.067 -0.26 -0.12 0.55 -0.0802
C -6.612 -0.801 -0.289 -0.10 0.16 -0.03 -0.1224
C 3.249 -0.172 -1.524 -0.02 0.01 0.02 -0.3209
C 1.898 -0.947 3.743 -0.04 -0.04 0.02 -0.0512
C 1.748 -2.290 4.251 -0.19 0.24 0.09 -0.0512
C -8.076 1.140 -0.735 -0.24 0.11 -0.06 -0.0954
C 2.057 0.217 4.526 0.01 -0.06 0.05 0.0288
C 1.585 -1.905 1.471 0.02 0.06 -0.07 -0.1112
C 2.183 1.498 2.519 0.03 -0.06 -0.01 -0.0954
C 1.245 -2.806 -0.656 0.03 0.05 -0.04 -0.0807
C 4.137 2.966 -1.106 -0.22 0.00 0.02 -0.2114
H 4.622 2.444 -4.476 0.02 -0.02 -0.05 0.0305
H 2.888 2.091 -4.334 0.08 -0.02 0.00 -0.0074
H -0.549 3.959 -2.400 -0.02 -0.01 0.00 0.0773
H 6.097 -0.285 -2.670 0.07 0.01 0.01 0.0237
H 3.176 -0.953 -2.285 -0.12 -0.01 0.04 0.0227
H 3.182 3.478 -1.207 0.03 0.01 0.02 0.0103
H 1.182 -2.613 -1.719 -0.01 0.00 0.01 0.1265
H 4.289 2.689 -0.061 0.03 0.02 0.01 0.0128
H 6.733 1.364 -2.584 0.03 -0.04 0.01 0.0267
H 2.318 2.439 1.999 -0.01 0.01 0.01 0.1194
H 0.997 -5.248 1.642 0.00 0.01 0.00 0.1385
H 1.407 -4.324 3.882 -0.03 0.02 -0.02 0.1408
H -1.328 2.735 -1.352 -0.04 0.00 0.01 0.0422
H 4.036 0.785 -4.682 0.02 0.02 -0.04 0.0311
H 2.313 2.333 4.503 0.00 0.00 -0.02 0.1206
H 2.078 0.145 5.600 0.01 -0.03 0.03 0.1139
H 4.936 3.644 -1.404 0.01 0.02 0.04 0.0275
H -1.877 2.957 -3.048 -0.01 0.02 0.02 0.0781
H 3.811 -0.562 -0.673 -0.06 -0.06 0.01 0.0119
H 6.334 0.496 -1.092 0.03 -0.01 -0.03 0.0214
H 0.854 -4.903 -0.829 0.01 0.00 0.00 0.1263
```
Forces are in eV/Å.

Calculated values
Maximum force: 0.0171 hartree/bohr
E_LUMO (spin up / spin down): -0.22143 / -0.22151 hartree
Charge: +1
Orbital gap (spin up / spin down): 0.2278 / 0.2277 Ha
DFT total energy: -4886.99482 hartree



(4)
Density functional theory data (wB97M-V/def2-TZVPD) for C29H21F3N5Ru as an isolated structure in a non-equilibrium geometry.

Geometry as XYZ:
```
59
Properties=species:S:1:pos:R:3:forces:R:3:lowdin_charge:R:1
Ru 1.045 -0.754 -0.959 -1.22 2.03 0.55 1.3036
F -0.502 7.982 2.570 0.10 -0.03 -0.21 0.1731
F -1.931 6.658 3.491 -0.10 -0.04 0.00 0.1568
F 0.046 6.865 4.329 0.21 -0.09 0.12 0.1620
N 1.500 -1.686 0.876 -1.27 2.72 -0.91 -0.0978
N 1.620 -2.633 -1.698 0.22 -0.68 -0.37 -0.0480
N -1.227 -1.302 -1.118 0.72 0.07 0.05 0.0201
N 2.085 -2.814 0.569 1.64 -3.54 1.30 0.0655
N 0.430 0.076 -2.912 0.66 -0.03 -0.06 -0.0040
C -1.477 0.125 -4.474 0.31 -0.13 0.48 0.0037
C -0.953 5.351 1.184 0.17 0.07 0.19 0.0206
C -0.191 5.645 2.317 0.00 -0.16 -0.04 -0.0714
C 2.520 -5.264 -2.030 -0.17 0.17 -0.36 -0.0047
C -0.632 6.804 3.184 -0.17 0.11 0.07 -0.6004
C 1.875 -2.037 4.494 0.25 -0.50 -0.19 -0.0213
C -1.744 -0.942 -2.320 -0.49 -0.02 -0.28 -0.1682
C -3.864 -1.941 -1.699 0.22 -0.06 0.29 0.0342
C 2.070 -3.369 -0.629 -0.27 0.63 0.11 -0.3244
C 2.538 -4.696 -0.784 0.00 0.22 0.08 0.0510
C 0.887 4.843 2.685 -0.15 0.30 0.10 0.0200
C 2.074 -4.502 -3.120 0.22 -0.39 0.32 -0.0007
C -0.662 4.230 0.440 0.17 -0.13 0.02 0.0122
C -0.943 -0.250 -3.263 -0.48 -0.05 -0.32 -0.2240
C -3.095 -1.244 -2.653 0.49 0.18 0.02 -0.1311
C 0.888 1.036 -0.227 0.03 -0.39 -0.52 -0.1701
C -3.305 -2.287 -0.496 -0.23 0.06 -0.21 -0.0147
C -2.813 -0.159 -4.789 -0.29 -0.16 0.10 -0.0342
C -3.607 -0.831 -3.900 0.14 0.11 -0.10 0.0070
C 0.404 3.392 0.819 -0.04 0.75 0.50 -0.2384
C 1.921 -2.314 3.153 0.50 -0.70 0.68 0.0257
C 0.847 0.089 4.036 -0.34 0.37 -1.01 -0.0197
C 1.338 -0.835 4.954 0.16 -0.27 0.30 0.0080
C 1.433 -1.382 2.205 0.33 -0.76 -0.99 -0.2045
C 0.667 2.183 0.176 0.10 -0.62 -0.31 -0.0647
C 0.884 -0.178 2.686 -0.64 1.08 0.36 0.0062
C 1.661 -3.201 -2.905 -0.24 0.53 0.06 -0.0920
C -1.974 -1.937 -0.245 0.04 0.02 -0.01 -0.1013
C 1.191 3.728 1.940 -0.21 -0.13 -0.31 0.0043
H -4.637 -1.047 -4.136 -0.15 -0.04 -0.06 0.1295
H 2.847 -6.280 -2.178 0.05 -0.10 0.00 0.1300
H 2.872 -5.223 0.093 0.08 -0.05 0.09 0.1308
H -0.873 0.651 -5.199 0.13 0.09 -0.03 0.1281
H 1.304 -0.624 6.011 0.01 0.03 0.12 0.1305
H -1.259 3.984 -0.423 -0.07 -0.06 -0.11 0.1229
H -3.867 -2.815 0.257 -0.06 -0.04 0.06 0.1201
H 0.519 1.098 -2.857 0.06 -0.40 0.12 0.1124
H 2.054 -4.914 -4.114 0.02 0.00 -0.12 0.1250
H 0.415 1.015 4.393 0.00 0.02 -0.09 0.1253
H -1.778 5.994 0.914 -0.04 -0.01 -0.02 0.1379
H 2.360 -3.226 2.772 -0.01 0.06 0.20 0.1145
H -1.511 -2.184 0.704 0.04 -0.03 0.00 0.1142
H 1.064 -0.212 -3.667 -0.28 0.17 0.24 0.1115
H -3.208 0.165 -5.738 -0.05 0.00 -0.10 0.1229
H 0.474 0.527 1.975 0.06 -0.07 0.14 0.0720
H 2.010 3.082 2.215 0.13 -0.02 0.04 0.1242
H 1.349 -2.587 -3.743 -0.06 -0.04 0.05 0.1165
H 1.468 5.087 3.562 0.00 0.04 0.02 0.1311
H -4.887 -2.195 -1.929 -0.15 -0.03 -0.02 0.1340
H 2.281 -2.747 5.202 -0.04 -0.03 -0.02 0.1281
```
Forces are in eV/Å.

Calculated values
Maximum force: 0.0799 hartree/bohr
<S²>: 8.8554
E_LUMO (spin up / spin down): -0.20948 / -0.34618 hartree
Charge: +2
Spin multiplicity: 6
Orbital gap (spin up / spin down): 0.2772 / 0.1801 Ha
DFT total energy: -1785.29852 hartree



Q: The highest DFT total energy belongs to which entry?
A: C29H21



Q: What is the formula in the first record?
A: C29H20ClF2MnNP



Q: Which of these has the highest maximum force?
A: C29H21F3N5Ru



Q: Look up the maximum force of the first one.
A: 0.0522 hartree/bohr